[1]
Below is a molecular structure, C35H31N7ORe at a distorted geometry, with properties calculated with ωB97M-V/def2-TZVPD.

Each line ends with the Mulliken charge.
Element x y z (Å)
Re  2.0287  -0.3757  -1.0923  0.9773
C  2.4215  1.1485  4.1322  -0.6492
C  3.0133  1.9018  3.1292  -0.8891
C  2.5647  1.7950  1.8180  0.0928
C  1.5066  0.9478  1.5242  -1.8431
C  0.9078  0.1958  2.5233  1.2122
C  1.3737  0.2862  3.8242  -0.7248
N  1.0917  0.7971  0.1552  1.1103
C  -0.0186  1.5215  -0.2965  0.1507
C  -0.9272  2.2162  0.4951  -0.5962
C  -1.9792  2.8682  -0.1249  -0.6934
C  -2.1411  2.8539  -1.5175  -0.8084
C  -1.2309  2.1918  -2.3139  -0.4964
C  -0.1772  1.5339  -1.6847  0.6578
N  0.8794  0.8653  -2.3032  1.0916
N  1.0719  0.9836  -3.5422  -1.3606
C  2.3267  0.5039  -3.8916  0.4679
C  2.7851  0.6467  -5.1891  -0.7314
C  4.0968  0.3149  -5.4713  -0.2816
C  4.9105  -0.1398  -4.4401  -0.9382
C  4.3815  -0.2956  -3.1766  -0.0043
N  3.0963  -0.0091  -2.8925  0.1283
H  2.7795  1.2245  5.1499  0.4627
H  3.8259  2.5770  3.3618  0.4655
H  3.0459  2.3523  1.0220  0.4821
H  0.1008  -0.4773  2.2658  0.2187
H  0.9291  -0.3301  4.5952  0.4986
H  -0.8194  2.2352  1.5720  0.5438
H  -2.6930  3.4124  0.4796  0.4716
H  -2.9805  3.3638  -1.9689  0.4443
H  -1.3129  2.1638  -3.3922  0.5773
H  2.1158  1.0595  -5.9309  0.5447
H  4.4929  0.4287  -6.4713  0.4615
H  5.9520  -0.3722  -4.6111  0.4471
H  4.9921  -0.6636  -2.3672  0.4055
C  1.7080  -2.6782  0.4263  -0.4559
C  2.7076  -1.6947  0.6504  -0.5577
C  3.6349  -1.7860  -0.4230  -0.7617
C  3.1486  -2.8099  -1.3198  -0.8941
C  2.0061  -3.3648  -0.7719  -0.5493
H  0.8915  -2.9150  1.0941  0.5955
H  2.9264  -1.2506  1.6078  0.7738
H  4.6627  -1.4572  -0.3555  0.6964
H  3.6412  -3.1569  -2.2172  0.5259
H  1.4337  -4.1818  -1.1838  0.5657
C  -3.5775  2.0890  5.7637  -1.4897
C  -3.4762  1.3255  4.4683  0.6624
C  -4.3152  1.6063  3.3959  -0.8502
C  -4.2382  0.9132  2.1942  -0.4504
C  -3.3045  -0.1053  2.0547  0.4191
N  -3.1250  -0.8570  0.8564  -0.0882
C  -3.9161  -0.8320  -0.2495  0.2028
O  -4.9641  -0.2480  -0.3594  -0.6125
N  -3.4493  -1.6251  -1.3285  -0.0084
C  -2.1748  -1.8844  -1.7855  -0.0769
C  -2.0075  -2.7728  -2.8550  -0.6180
C  -0.7576  -2.9643  -3.3993  -1.1732
C  0.3245  -2.2798  -2.8746  -0.4382
N  0.1789  -1.4504  -1.8373  0.1671
C  -1.0323  -1.2468  -1.2979  -0.4823
C  -2.4672  -0.4068  3.1199  -0.4021
C  -2.5430  0.3082  4.3045  -1.0833
H  -4.5948  2.4351  5.9379  0.4042
H  -2.9380  2.9745  5.7364  0.2873
H  -3.2544  1.4822  6.6079  0.3847
H  -5.0632  2.3831  3.5037  0.4106
H  -4.9142  1.1444  1.3872  0.5594
H  -2.4562  -1.6066  0.9156  0.3146
H  -4.1924  -1.8260  -1.9814  0.3155
H  -2.8677  -3.2933  -3.2588  0.4886
H  -0.6151  -3.6311  -4.2383  0.4954
H  1.3138  -2.3813  -3.2952  0.5194
H  -1.1001  -0.5089  -0.5157  1.2144
H  -1.7672  -1.2329  3.0301  0.7240
H  -1.8767  0.0602  5.1229  0.3698

As for the charge: +2. The value obtained for the total energy is -51391.762 eV. The LUMO energy (spin up / spin down) comes out at -7.5 / -8.2 eV. The value obtained for the HOMO energy (spin up / spin down) is -12.719 / -12.718 eV. The value obtained for the energy relative to the best compared isomer or geometry (same formula, charge and spin) is 60.34 kcal per mole. As for the spin multiplicity: 2. As for the orbital gap (spin up / spin down): 5.182 / 4.534 eV.


[2]
Below is a molecular structure, C35H32AsBaBrF3IN7O8SSe at a distorted geometry, with properties calculated with ωB97M-V/def2-TZVPD.

Each line ends with the Mulliken charge.
Element x y z (Å)
Ba  -1.2178  -0.5434  -0.2517  2.2307
C  0.2989  2.8396  -0.5346  -0.6583
N  -0.7843  1.8879  -0.5062  0.3642
C  -2.2417  2.3119  -0.5103  -0.3392
C  -3.2042  1.2049  0.1385  -0.2642
N  -2.8834  0.4999  1.2418  -0.6654
C  -3.9557  -0.3798  1.4569  1.0353
C  -4.1295  -1.3448  2.4454  -0.8877
C  -5.3146  -2.0454  2.4290  -0.6463
C  -6.3140  -1.7749  1.4724  -0.5266
C  -6.1527  -0.8097  0.5011  -0.8761
C  -4.9421  -0.1265  0.4975  0.0786
N  -4.4481  0.8978  -0.3100  0.0992
C  1.0179  2.8891  0.7844  0.1923
N  0.6327  2.3367  1.8903  -0.3447
C  1.6565  2.5980  2.7940  0.3076
C  1.7918  2.1930  4.1187  -0.4975
C  2.9246  2.5897  4.8060  -0.6043
C  3.9106  3.3782  4.1924  -0.3533
C  3.7971  3.7757  2.8712  -1.2042
C  2.6614  3.3584  2.1869  0.6278
N  2.2172  3.5529  0.8941  0.0584
H  -0.0361  3.8598  -0.7748  0.4662
H  1.0118  2.5304  -1.3064  -0.0956
H  -0.6963  1.3368  -1.3967  0.4035
H  -2.5902  2.5209  -1.5212  0.1408
H  -2.3317  3.2215  0.0823  0.6301
H  -3.3623  -1.5132  3.1896  0.6516
H  -5.4871  -2.8204  3.1652  0.4066
H  -7.2302  -2.3515  1.4949  0.3537
H  -6.9165  -0.6144  -0.2394  0.3883
H  -4.7609  1.1046  -1.2449  0.3374
H  1.0293  1.5692  4.5681  0.5262
H  3.0630  2.2843  5.8360  0.3763
H  4.7806  3.6779  4.7635  0.3724
H  4.5640  4.3761  2.3970  0.3854
H  2.7417  3.9477  0.1351  0.0834
O  -3.2117  -4.4095  -2.4109  -0.6721
As  -3.0139  -2.6474  -2.1610  1.3595
O  -2.0338  -2.6271  -0.7544  -0.8267
O  -4.5222  -2.0075  -2.0030  -0.7581
C  -2.3212  -2.2523  -3.9883  -0.6714
C  -2.8440  -3.0309  -5.0070  -0.5781
C  -2.6024  -2.6992  -6.3374  -0.5958
C  -1.8459  -1.5932  -6.6696  -0.6715
C  -1.3128  -0.7868  -5.6713  -0.4500
C  -1.5456  -1.1199  -4.3526  -0.0813
S  -1.0625  -0.0211  -3.0650  0.6794
O  -2.3834  0.1376  -2.2917  -0.5640
O  -0.5924  1.2239  -3.6039  -0.7301
O  -0.0237  -0.7882  -2.2676  -0.5876
H  -3.0983  -4.7960  -1.5338  0.2793
H  -3.4528  -3.8881  -4.7529  0.5092
H  -3.0326  -3.3068  -7.1239  0.3656
H  -1.6723  -1.3462  -7.7092  0.3754
H  -0.7284  0.0955  -5.8972  0.5346
C  3.5943  4.1278  -3.1420  -0.9215
N  4.3044  3.0693  -2.4574  0.3206
C  5.3528  3.2546  -1.5714  -0.6643
C  5.7632  2.0301  -1.1919  -0.5400
N  4.9793  1.1106  -1.8602  0.2697
C  5.0598  -0.3287  -1.6866  -1.0845
C  4.0671  1.7377  -2.6360  -0.1716
Se  2.7318  0.9754  -3.6613  -0.1953
H  4.1765  4.5070  -3.9828  0.3038
H  3.3856  4.9420  -2.4470  0.3428
H  2.6634  3.7111  -3.5224  0.2877
H  5.7060  4.2326  -1.2954  0.5042
H  6.5318  1.7272  -0.5033  0.4603
H  6.1010  -0.6045  -1.5271  0.3814
H  4.6713  -0.8044  -2.5837  0.3650
H  4.4487  -0.6380  -0.8395  0.2730
Br  -2.0322  -4.6739  2.8542  -0.1425
C  -1.1402  -3.8695  4.3261  0.3503
C  -1.3741  -4.4059  5.5854  -0.5575
C  -0.7604  -3.8454  6.6941  -0.4342
C  0.0978  -2.7667  6.5358  -0.7300
C  0.3303  -2.2473  5.2728  -0.4867
C  -0.2911  -2.7805  4.1427  0.0747
I  0.0659  -1.8253  2.3385  0.1292
H  -2.0352  -5.2562  5.6873  0.3769
H  -0.9529  -4.2515  7.6795  0.3434
H  0.5855  -2.3291  7.3982  0.3646
H  1.0084  -1.4128  5.1367  0.4080
F  1.2347  -2.8613  -0.4773  -0.1736
C  2.2697  -1.9957  -0.6084  0.1535
F  2.7525  -2.1283  -1.8438  -0.2083
F  3.2406  -2.4318  0.2371  -0.2982
C  1.9583  -0.5007  -0.2151  0.7768
O  2.7439  0.3601  -0.5638  -0.2915
O  0.9618  -0.3840  0.5724  -0.0550

As for the charge: -1. The value obtained for the total energy is -287638.558 eV. The LUMO energy comes out at 2.1 eV. The value obtained for the HOMO energy is -4.728 eV. The value obtained for the energy relative to the best compared isomer or geometry (same formula, charge and spin) is 136.82 kcal per mole. As for the orbital gap: 6.836 eV.


[3]
Below is a molecular structure, C35H32BF9MnO6P at a distorted geometry, with properties calculated with ωB97M-V/def2-TZVPD.

Each line ends with the Mulliken charge.
Element x y z (Å)
Mn  -1.0928  0.5042  -1.5678  0.8608
C  -1.6946  -2.1293  -2.5808  -0.9415
C  -0.2990  -1.9669  -3.1399  -0.6159
O  0.3866  -0.9918  -2.3207  0.3493
C  1.5289  -0.3951  -2.9683  -0.6469
C  1.0875  0.6491  -3.9819  -0.8599
O  0.1018  1.4545  -3.3319  -0.0381
C  -0.6933  2.2767  -4.1930  -0.7238
C  -1.7944  2.8448  -3.3218  -0.8914
O  -2.4463  1.7900  -2.5849  -0.2437
C  -3.5081  1.0726  -3.2633  -0.7043
C  -3.0977  -0.3647  -3.5604  -0.6680
O  -2.3090  -0.8295  -2.4390  -0.0878
H  -1.6599  -2.5602  -1.5795  0.2349
H  -2.2965  -2.7724  -3.2221  0.6177
H  -0.3384  -1.6156  -4.1729  0.3622
H  0.2364  -2.9166  -3.1108  0.4710
H  2.1383  -1.1620  -3.4469  0.5060
H  2.1093  0.0706  -2.1734  0.1498
H  0.6585  0.1903  -4.8773  0.3876
H  1.9445  1.2513  -4.2898  0.4677
H  -1.0967  1.6770  -5.0153  0.3665
H  -0.1001  3.0910  -4.6142  0.4973
H  -2.5175  3.3971  -3.9205  0.5467
H  -1.3741  3.5147  -2.5714  0.3621
H  -3.7740  1.5819  -4.1885  0.5368
H  -4.3684  1.0950  -2.6031  0.2897
H  -2.5162  -0.4500  -4.4812  0.3887
H  -3.9893  -0.9868  -3.6417  0.4635
F  1.0306  -0.5108  8.1813  -0.2464
C  0.7708  0.6386  7.5583  0.8648
F  -0.4405  1.0652  7.9433  -0.2291
F  1.6748  1.5455  7.9328  -0.2435
C  0.7772  0.4557  6.0524  0.0386
C  0.4250  -0.7727  5.5090  -1.2076
C  0.3866  -0.9243  4.1350  -0.7147
C  0.6971  0.1628  3.3150  0.9818
C  1.0526  1.3952  3.8635  -0.3090
C  1.0924  1.5371  5.2392  -1.0800
P  0.5695  -0.0591  1.5385  0.8624
C  1.6855  1.0984  0.7082  0.9335
C  1.2762  1.9089  -0.3470  1.2249
C  2.1597  2.7842  -0.9507  -0.7474
C  3.4702  2.8429  -0.4994  -0.0565
C  3.9000  2.0302  0.5424  -1.2912
C  3.0091  1.1588  1.1475  -0.8306
C  4.4608  3.7761  -1.1708  0.7026
F  5.3323  3.0557  -1.8902  -0.2363
F  3.8316  4.6228  -1.9982  -0.2651
F  5.1333  4.4770  -0.2661  -0.2246
C  -1.1407  0.3593  1.0432  -1.0664
C  -2.0752  -0.6512  0.7500  0.2856
C  -3.4264  -0.3367  0.6473  -1.0570
C  -3.8508  0.9739  0.8268  0.3572
C  -2.9333  1.9896  1.0735  -1.3153
C  -1.5856  1.6860  1.1868  0.2612
C  -5.3362  1.2839  0.7692  0.6224
F  -5.7210  1.3548  -0.5307  -0.2385
F  -6.0416  0.3202  1.3474  -0.2393
F  -5.6121  2.4454  1.3412  -0.2534
H  0.1946  -1.6022  6.1640  0.5021
H  0.1169  -1.8865  3.7115  0.3108
H  1.3050  2.2389  3.2329  0.4326
H  1.3764  2.4828  5.6813  0.5014
H  0.2457  1.9016  -0.7040  -0.7891
H  1.8429  3.4292  -1.7589  0.6978
H  4.9264  2.0870  0.8822  0.4919
H  3.3426  0.5306  1.9649  0.6138
H  -1.7645  -1.6883  0.7193  0.9628
H  -4.1597  -1.1177  0.4881  0.5795
H  -3.2750  3.0038  1.2357  0.5970
H  -0.8941  2.4699  1.4740  0.5445
O  2.2689  -2.3444  1.2785  -0.4551
B  1.0045  -1.8858  1.1279  1.9064
O  0.1213  -2.8458  0.7213  -0.3283
C  0.8886  -4.0112  0.6354  0.5066
C  0.4919  -5.2880  0.3076  -0.9823
C  1.4901  -6.2543  0.3221  -0.7689
C  2.8102  -5.9409  0.6515  -0.5591
C  3.1974  -4.6508  0.9897  -1.1693
C  2.2018  -3.6995  0.9745  0.6563
H  -0.5348  -5.5341  0.0723  0.5730
H  1.2383  -7.2781  0.0835  0.4584
H  3.5490  -6.7300  0.6477  0.4437
H  4.2182  -4.4191  1.2603  0.5532

As for the charge: +3. The value obtained for the total energy is -114819.008 eV. The LUMO energy (spin up / spin down) comes out at -10.0 / -9.3 eV. The value obtained for the HOMO energy (spin up / spin down) is -16.299 / -16.299 eV. As for the spin multiplicity: 4. As for the orbital gap (spin up / spin down): 6.333 / 7.017 eV.